Entry 1:
Below is a structure of composition C39H34O2P2PtSi, with properties calculated with ωB97M-V/def2-TZVPD.

```
79
C39H34O2P2PtSi ωB97M-V/def2-TZVPD
Pt -0.8197 0.1242 -0.2079
C -2.3851 -2.5205 -1.8287
Si -2.1684 -1.7199 -0.1429
C -3.8860 -1.1810 0.4720
C -4.9824 -2.0291 0.6386
C -6.2136 -1.5317 1.0332
C -6.3793 -0.1699 1.2652
C -5.3063 0.6900 1.1114
C -4.0691 0.1799 0.7239
P -2.5871 1.2041 0.5141
C -2.2381 1.9752 2.1163
C -1.1497 2.8493 2.1659
C -0.7369 3.3733 3.3785
C -1.4037 3.0286 4.5502
C -2.4839 2.1638 4.5030
C -2.8999 1.6327 3.2873
C -3.0787 2.5989 -0.5401
C -3.6988 3.7327 -0.0199
C -4.1122 4.7507 -0.8661
C -3.9058 4.6434 -2.2343
C -3.2795 3.5206 -2.7569
C -2.8633 2.5023 -1.9130
C -1.5584 -3.0743 1.0452
C -1.8633 -4.4100 0.7586
C -1.5129 -5.4391 1.6185
C -0.8387 -5.1527 2.7980
C -0.5183 -3.8397 3.0999
C -0.8661 -2.8016 2.2337
P -0.4591 -1.0586 2.6189
C 1.3493 -0.9612 2.3622
C 2.1829 -2.0505 2.1293
C 3.5346 -1.8595 1.8760
C 4.0698 -0.5799 1.8570
C 3.2456 0.5146 2.0829
C 1.8938 0.3236 2.3213
C -0.6134 -1.0497 4.4479
C -1.8361 -1.4435 4.9979
C -2.0705 -1.3388 6.3584
C -1.0922 -0.8152 7.1960
C 0.1214 -0.4137 6.6599
C 0.3615 -0.5331 5.2958
H -3.1081 -3.3393 -1.8197
H -1.4288 -2.9074 -2.1860
H -2.7342 -1.7750 -2.5454
H -4.8730 -3.0931 0.4575
H -7.0550 -2.2022 1.1560
H -7.3460 0.2147 1.5636
H -5.4312 1.7524 1.2869
H -0.6123 3.0952 1.2554
H 0.1120 4.0443 3.4134
H -1.0713 3.4274 5.4999
H -2.9912 1.8784 5.4152
H -3.7265 0.9332 3.2618
H -3.8441 3.8293 1.0495
H -4.5892 5.6310 -0.4554
H -4.2245 5.4408 -2.8932
H -3.1057 3.4419 -3.8221
H -2.3525 1.6321 -2.3089
H -2.3860 -4.6567 -0.1581
H -1.7668 -6.4621 1.3705
H -0.5610 -5.9485 3.4777
H 0.0050 -3.6144 4.0218
H 1.7771 -3.0537 2.1264
H 4.1700 -2.7155 1.6869
H 5.1237 -0.4344 1.6560
H 3.6512 1.5183 2.0549
H 1.2438 1.1819 2.4560
H -2.6104 -1.8435 4.3508
H -3.0201 -1.6615 6.7672
H -1.2750 -0.7275 8.2593
H 0.8929 -0.0118 7.3050
H 1.3183 -0.2238 4.8942
C 2.9456 0.8775 -1.5168
C 1.5670 0.6444 -0.9719
O 0.8927 1.5902 -0.4799
O 1.0660 -0.5288 -1.0173
H 3.4109 1.7223 -1.0147
H 2.8643 1.1089 -2.5801
H 3.5480 -0.0209 -1.4041
```

2S+1: 1
E_HOMO: -7.23 eV

Here are the Löwdin charges for atoms 1 to 8, given in e: Pt 0.7676; C -0.2061; Si 0.4519; C -0.2691; C -0.0782; C -0.0761; C -0.0762; C -0.0863

Entry 2:
Below is a cluster of 2 separate species, C7H11N2S in total, with properties calculated with ωB97M-V/def2-TZVPD.

```
21
C7H11N2S ωB97M-V/def2-TZVPD
C 0.3258 2.4088 -0.1178
C 2.2385 2.6963 -0.9768
C 0.7511 1.0828 -0.1572
C 0.6707 -2.3034 -0.8869
C 0.7485 -1.3563 0.0747
C -1.9975 -1.3553 1.0833
C -0.0095 -0.1191 -0.0080
N 1.1541 3.2928 -0.6624
N -1.1236 -0.0833 0.9729
S 2.3329 1.0472 -0.6710
H -0.6386 2.6970 -0.0132
H 3.0422 3.1754 -1.5598
H 1.3022 -3.2871 -1.0248
H -0.2105 -2.1967 -1.5156
H 1.6289 -1.2155 0.6809
H -1.4486 -2.1940 0.6939
H -2.2035 -1.5090 2.1376
H -2.8940 -1.2519 0.5538
H -1.0208 -0.3805 -1.2385
H -1.8446 0.6461 0.7706
H -0.8036 0.2059 1.8644
```

2S+1: 1
total charge: +1
E_HOMO: -12.92 eV

Here are the Löwdin charges for atoms 1 to 8, given in e: C -0.1592; C -0.4485; C -0.5352; C 0.0727; C -0.2215; C 0.0479; C -0.3562; N 0.0351

What energy relative to the best compared isomer or geometry (same formula, charge and spin) values result from the calculations? In sequence: 0.000; 3.835 eV.
What F_max values result from the calculations? In sequence: 0.27; 5.97 eV Å⁻¹.
What calculated total energy values result from the calculations? In sequence: -2748.695988; -780.639013 Eh.